# 1
{"formula": "C14H24BNO28S5", "method": "the ωB97M-V functional and the def2-TZVPD basis", "gap_ha": [0.0918, 0.2413], "multiplicity": 2, "charge": -1, "total_energy_ha": -4725.1193, "e_lumo_ha": [0.0616, 0.0616], "symbols": ["N", "H", "H", "H", "H", "O", "C", "O", "B", "O", "C", "O", "O", "C", "O", "C", "O", "O", "C", "C", "O", "S", "O", "O", "O", "H", "H", "H", "H", "C", "C", "O", "S", "O", "O", "O", "H", "H", "H", "H", "C", "C", "O", "S", "O", "O", "O", "H", "H", "H", "H", "C", "C", "O", "S", "O", "O", "O", "H", "H", "H", "H", "C", "C", "O", "S", "O", "O", "O", "H", "H", "H", "H"], "xyz": [[1.087, -0.858, 0.123], [0.266, -0.390, -0.233], [1.240, -0.747, 1.115], [1.870, -0.377, -0.295], [1.129, -1.837, -0.119], [0.089, 0.074, -2.690], [-1.122, 0.342, -2.706], [-1.784, 1.034, -3.591], [-3.247, 0.981, -3.208], [-3.330, 0.126, -2.011], [-2.078, -0.153, -1.622], [-1.698, -0.862, -0.670], [-3.766, 2.337, -2.892], [-4.508, 2.756, -3.858], [-5.049, 3.752, -3.890], [-4.619, 1.570, -4.850], [-4.061, 0.483, -4.331], [-5.275, 1.622, -5.947], [4.683, -2.981, 4.811], [4.674, -1.748, 5.751], [3.739, -0.921, 5.069], [3.865, -1.082, 3.446], [5.160, -0.577, 3.013], [2.599, -0.656, 2.828], [3.918, -2.734, 3.670], [4.425, -3.857, 5.406], [5.740, -3.082, 4.564], [5.641, -1.246, 5.715], [4.242, -1.891, 6.741], [-1.907, 0.129, 2.569], [-3.077, -0.905, 2.533], [-2.453, -2.211, 2.741], [-0.785, -2.179, 2.957], [-0.099, -3.067, 2.036], [-0.386, -2.202, 4.356], [-0.746, -0.603, 2.265], [-1.805, 0.548, 3.570], [-2.155, 0.867, 1.806], [-3.654, -0.695, 1.633], [-3.811, -0.778, 3.329], [-1.114, -5.768, -1.689], [-1.775, -4.925, -2.682], [-0.986, -3.720, -2.661], [0.619, -4.118, -2.509], [1.295, -3.070, -1.785], [1.123, -4.566, -3.838], [0.196, -5.430, -1.570], [-1.264, -6.845, -1.772], [-1.566, -5.483, -0.739], [-2.810, -4.705, -2.422], [-1.826, -5.431, -3.646], [-2.524, 3.466, -0.118], [-2.511, 3.967, 1.331], [-1.301, 3.602, 1.879], [-0.159, 3.406, 0.684], [0.627, 2.188, 0.923], [0.638, 4.681, 0.521], [-1.252, 3.236, -0.536], [-2.789, 4.209, -0.870], [-3.182, 2.602, -0.216], [-3.466, 3.703, 1.787], [-2.505, 5.057, 1.336], [2.329, 3.454, -2.699], [3.002, 4.389, -1.684], [3.490, 3.559, -0.619], [3.753, 1.973, -1.190], [3.289, 0.917, -0.251], [5.121, 1.943, -1.838], [2.584, 2.132, -2.367], [2.601, 3.878, -3.666], [1.247, 3.566, -2.754], [2.371, 5.193, -1.305], [3.795, 4.955, -2.171]], "atomic_forces_ev_per_a": [[1.47, 0.22, 0.31], [-1.56, -0.22, -0.41], [-0.47, 0.12, 0.36], [0.40, 0.11, -0.53], [-0.49, -0.25, -0.39], [0.78, 0.50, -0.37], [-1.05, -2.36, 4.22], [-1.93, 1.22, -1.54], [1.68, -1.05, 1.29], [-1.59, 0.51, -0.40], [3.65, 1.28, -3.11], [-0.44, -0.58, 1.72], [1.32, -0.61, 1.14], [2.30, -5.66, -0.37], [-3.53, 6.44, -0.80], [-3.03, -0.69, -4.43], [-0.40, 1.57, -0.58], [2.63, -0.23, 4.17], [2.25, -0.35, 1.68], [-0.78, 0.36, -1.40], [-0.79, 1.97, -1.10], [-0.84, 0.09, 0.90], [-2.21, -1.01, 0.48], [3.24, -1.37, 1.46], [-0.54, 1.12, -1.21], [-0.75, -0.19, -0.78], [-0.03, -0.41, -0.51], [0.01, -0.11, 0.54], [0.37, -0.12, -0.10], [-1.26, -0.89, 0.73], [0.70, 0.63, 0.78], [1.23, -0.40, 0.09], [-1.16, 2.15, -1.56], [-1.24, 1.28, 1.35], [-1.08, 0.23, -2.06], [1.20, -2.06, 0.92], [0.01, 0.35, -0.08], [0.79, -0.02, 0.00], [0.56, -1.42, -0.66], [0.38, 0.03, 0.41], [-2.20, -0.98, 2.68], [-0.42, 0.56, -1.58], [1.25, -0.06, -0.42], [-1.87, -0.40, -2.60], [-0.75, -1.98, -0.60], [-1.00, 0.91, 3.79], [4.18, 1.32, -0.82], [0.26, 0.01, -0.50], [-0.10, -0.21, 0.40], [0.27, 0.42, 0.18], [0.46, 0.51, -0.48], [-2.62, 0.87, -0.47], [-1.25, 2.41, -1.90], [2.17, -1.65, 0.12], [2.42, 1.01, -0.26], [-2.13, 2.44, -0.44], [-2.87, -3.67, 0.38], [4.69, -0.97, 1.38], [-1.26, 0.20, 0.54], [0.39, -0.32, -0.27], [0.67, -0.79, 0.81], [-0.23, 0.26, -0.12], [-1.44, 2.20, -0.21], [0.23, 0.08, -0.09], [0.42, -2.03, -0.04], [0.66, 0.77, -1.76], [1.71, 3.13, -2.28], [-4.31, -0.19, 2.45], [2.05, -1.44, 1.19], [0.80, -1.20, -0.50], [-0.17, -0.19, 0.64], [-0.43, -0.66, 0.52], [0.63, -0.52, 0.11]]}

---

# 2
{"formula": "C7H14", "method": "the ωB97M-V functional and the def2-TZVPD basis", "gap_ha": 0.3192, "multiplicity": 1, "total_energy_ha": -274.9822, "e_lumo_ha": 0.0297, "e_above_lowest_kj_mol": 351.8, "symbols": ["C", "C", "C", "C", "C", "C", "C", "H", "H", "H", "H", "H", "H", "H", "H", "H", "H", "H", "H", "H", "H"], "xyz": [[0.116, 0.598, 1.698], [0.184, 0.923, 0.203], [1.455, 0.861, -0.561], [2.434, -0.145, -0.070], [-0.570, -0.096, -0.749], [-0.813, -1.467, -0.122], [-1.872, 0.524, -1.251], [-0.919, 0.646, 2.056], [0.691, 1.338, 2.266], [0.507, -0.392, 1.949], [-0.288, 1.902, 0.052], [0.063, -0.251, -1.641], [3.163, 0.513, 0.436], [2.994, -0.607, -0.890], [2.128, -0.910, 0.661], [-1.274, -2.131, -0.862], [-1.495, -1.400, 0.733], [0.112, -1.942, 0.218], [-1.683, 1.471, -1.765], [-2.379, -0.151, -1.950], [-2.553, 0.718, -0.412]], "atomic_forces_ev_per_a": [[0.06, -0.06, 0.05], [0.05, 0.16, 0.01], [-0.07, -0.18, 0.25], [-0.08, -0.08, -0.07], [-0.02, -0.08, -0.08], [0.02, -0.05, 0.06], [-0.04, 0.05, -0.02], [0.14, -0.01, -0.07], [-0.08, -0.09, -0.09], [-0.05, 0.14, -0.04], [0.06, -0.16, -0.02], [-0.04, 0.01, 0.08], [-0.08, -0.02, -0.05], [-0.04, 0.11, 0.11], [-0.03, 0.14, -0.12], [0.07, 0.11, 0.09], [0.10, 0.00, -0.10], [-0.13, 0.07, -0.06], [-0.02, -0.13, 0.07], [0.07, 0.09, 0.10], [0.10, -0.02, -0.10]]}

---

# 3
{"formula": "C11H23FeN2O4P2", "method": "the ωB97M-V functional and the def2-TZVPD basis", "gap_ha": [0.3107, 0.2422], "multiplicity": 6, "charge": 2, "total_energy_ha": -2789.0489, "e_lumo_ha": [-0.2720, -0.3419], "symbols": ["Fe", "P", "C", "C", "N", "C", "C", "C", "C", "C", "P", "H", "H", "H", "H", "H", "H", "H", "H", "O", "H", "H", "O", "H", "C", "H", "H", "H", "C", "H", "H", "H", "C", "H", "H", "H", "C", "H", "H", "H", "O", "N", "O"], "xyz": [[0.089, 0.025, 0.876], [-2.158, 0.070, 0.715], [-2.144, 0.370, -1.089], [-0.901, 1.020, -1.570], [0.180, 0.879, -0.773], [1.423, 1.246, -1.178], [1.564, 1.924, -2.343], [0.464, 2.221, -3.132], [-0.795, 1.740, -2.747], [2.548, 0.826, -0.257], [2.172, -0.731, 0.667], [-1.701, 1.914, -3.336], [2.592, 2.249, -2.646], [0.566, 2.737, -4.062], [3.482, 0.648, -0.811], [2.770, 1.615, 0.484], [-2.139, -0.606, -1.586], [-3.093, 0.852, -1.418], [-1.143, -2.294, -1.517], [-1.967, -2.108, -2.025], [-1.795, -2.117, -2.956], [0.585, -1.608, 0.304], [-0.067, -2.595, -0.500], [-0.278, -3.474, -0.133], [2.923, -2.045, -0.299], [3.795, -1.641, -0.827], [3.205, -2.852, 0.380], [2.160, -2.408, -0.993], [2.892, -0.660, 2.302], [2.640, -1.591, 2.828], [3.983, -0.562, 2.217], [2.488, 0.192, 2.871], [-2.843, 1.456, 1.619], [-3.709, 1.873, 1.089], [-3.142, 1.105, 2.616], [-2.070, 2.223, 1.782], [-3.138, -1.399, 1.055], [-3.283, -1.457, 2.142], [-4.105, -1.319, 0.539], [-2.579, -2.275, 0.699], [-0.628, 2.154, 4.445], [0.503, 2.118, 3.895], [0.655, 2.279, 2.671]], "atomic_forces_ev_per_a": [[-1.20, -0.10, 1.77], [-0.82, -0.59, 0.19], [-1.00, 1.57, 0.40], [-0.20, 0.92, 0.55], [0.73, 0.59, -1.97], [-0.53, -0.30, 0.40], [2.21, 0.83, -0.81], [-1.24, -0.80, 0.44], [0.20, 0.26, -0.47], [0.36, 0.52, 0.20], [1.66, -0.59, -0.19], [0.49, -0.07, 0.10], [-1.12, -0.33, 0.18], [0.13, 0.38, -0.33], [-0.28, 0.15, 0.07], [-0.11, -0.17, -0.22], [-0.22, -0.67, 0.09], [0.73, -0.01, 0.17], [0.19, -0.27, -0.18], [-0.81, -0.34, 0.01], [0.22, -0.36, -0.87], [-1.19, -3.12, -1.58], [1.53, 2.05, 1.83], [0.38, 0.57, 0.38], [0.02, -0.04, -0.10], [-0.11, -0.27, 0.17], [0.05, -0.01, -0.17], [0.28, -0.04, -0.02], [0.39, 0.13, 0.42], [0.15, 0.23, -0.11], [-0.20, -0.05, 0.19], [0.21, -0.27, -0.20], [-0.24, 0.55, 0.23], [0.16, 0.03, 0.27], [-0.05, 0.04, -0.27], [-0.37, -0.08, -0.25], [-0.15, -0.05, -0.10], [-0.04, -0.07, -0.33], [0.18, -0.20, 0.21], [-0.35, 0.25, 0.06], [4.88, -0.32, -1.07], [-5.76, 0.92, -1.66], [0.81, -0.84, 2.59]]}

---

# 4
{"formula": "C5H5NOS", "method": "the ωB97M-V functional and the def2-TZVPD basis", "gap_ha": 0.2890, "multiplicity": 1, "total_energy_ha": -721.6600, "smiles": "N#CCCC(=O)C=S", "e_lumo_ha": -0.0520, "e_above_lowest_kj_mol": 156.7, "symbols": ["N", "C", "C", "C", "C", "O", "C", "S", "H", "H", "H", "H", "H"], "xyz": [[1.475, 0.265, -2.613], [0.647, 0.925, -2.136], [-0.379, 1.738, -1.489], [-0.313, 1.612, 0.042], [-0.669, 0.191, 0.488], [-1.810, -0.179, 0.521], [0.496, -0.716, 0.835], [0.373, -1.925, 1.883], [-1.349, 1.414, -1.814], [-0.226, 2.783, -1.781], [0.663, 1.898, 0.350], [-1.042, 2.278, 0.488], [1.438, -0.497, 0.310]], "atomic_forces_ev_per_a": [[-1.18, 0.95, 0.71], [1.22, -1.03, -0.78], [0.33, 0.33, 0.34], [-0.60, -0.48, -0.33], [0.39, 0.26, -0.08], [-0.09, -0.06, 0.00], [0.07, -0.22, -0.03], [0.05, 0.29, -0.20], [-0.53, -0.11, -0.37], [-0.11, -0.20, 0.01], [0.89, 0.19, 0.50], [-0.14, 0.13, 0.03], [-0.31, -0.04, 0.19]]}